A molecular structure, C36H26BrIMnN6O2S at a distorted geometry. Source: the Open Molecules 2025 dataset; level of theory: ωB97M-V with the def2-TZVPD basis set.

Geometry as XYZ:
```
74
Properties=species:S:1:pos:R:3:forces:R:3:mulliken_charge:R:1
Mn 0.205681 0.467170 -0.330961 0.436 -0.341 -0.293 -0.06
N 3.769091 -0.706799 1.009488 -0.027 0.292 -0.171 -0.15
C 3.561909 -2.054662 1.397251 -0.012 -0.450 0.160 0.33
C 4.121531 -2.549966 2.564059 0.017 0.144 -0.032 -0.80
C 3.868244 -3.859593 2.946294 0.009 -0.009 0.031 -0.66
C 3.023749 -4.660314 2.194300 0.017 -0.026 -0.062 -0.73
C 2.453616 -4.162218 1.030509 0.004 -0.024 0.050 -0.68
C 2.754164 -2.874866 0.623631 -0.136 0.323 -0.208 0.84
S 2.126794 -2.219903 -0.895411 0.244 -0.251 -0.057 -0.30
N 1.940439 -0.586262 -0.454883 0.247 0.313 0.280 -0.05
C 2.809206 -0.026264 0.329301 -0.021 -0.637 -0.251 0.52
C 2.693566 1.435267 0.444016 0.022 0.693 0.107 0.79
C 3.713304 2.262733 0.890320 0.021 -0.541 -0.107 -0.73
C 3.522548 3.631945 0.896884 -0.370 0.297 -0.099 -0.98
C 2.295723 4.133027 0.482533 0.643 -0.024 0.193 -0.98
C 1.323388 3.249787 0.066143 -0.301 -0.472 0.320 -0.85
N 1.497698 1.923724 0.031241 1.025 0.624 0.470 0.71
H 4.328901 -0.170892 1.652765 0.035 0.029 -0.018 0.21
H 4.756505 -1.916129 3.172692 0.005 -0.006 0.003 0.39
H 4.332088 -4.248137 3.842232 -0.033 0.005 0.024 0.40
H 2.807344 -5.672433 2.506208 0.030 -0.009 0.000 0.41
H 1.793840 -4.773867 0.427958 -0.028 0.009 0.017 0.47
H 4.664466 1.841372 1.186512 0.009 0.036 0.026 0.52
H 4.311703 4.298385 1.215486 0.021 -0.018 0.037 0.45
H 2.100049 5.195413 0.483003 -0.080 0.003 -0.016 0.55
H 0.346473 3.604561 -0.233986 0.609 -0.569 0.655 0.77
C -1.797794 1.554438 4.548745 0.097 0.010 -0.021 -0.50
C -0.555454 1.402586 3.953698 -0.006 0.001 0.099 -1.07
C -0.439706 1.365040 2.575728 -0.085 -0.021 -0.361 0.02
C -1.570524 1.465567 1.763739 -0.125 0.182 0.879 0.19
C -2.815414 1.653068 2.372751 0.071 0.027 -0.252 -0.52
C -2.923496 1.695319 3.749201 -0.004 -0.001 0.035 -0.77
N -1.449549 1.307174 0.350814 -1.207 -0.554 -0.601 2.37
N -2.574782 1.144705 -0.214892 0.169 0.256 1.254 -1.00
C -2.671276 0.904928 -1.557632 0.179 0.000 -1.132 -0.10
C -3.682464 -0.003214 -1.923301 0.191 0.226 0.289 -0.23
C -3.788748 -0.461309 -3.210638 0.036 -0.057 -0.229 -0.74
C -2.918338 0.022778 -4.192605 -0.179 -0.124 0.184 -0.81
C -1.982809 0.981671 -3.879448 0.213 0.142 0.139 -0.46
C -1.842007 1.443533 -2.565256 -0.488 -0.115 -0.025 0.27
H -1.882414 1.560837 5.626848 -0.031 0.039 0.000 0.42
H 0.330655 1.299214 4.565818 0.000 0.000 -0.008 0.43
H 0.540234 1.228707 2.142591 0.033 -0.036 -0.008 0.32
H -3.690351 1.747201 1.748812 -0.049 -0.002 0.037 0.48
H -3.895920 1.827651 4.203935 -0.009 0.008 -0.020 0.41
H -4.314362 -0.379689 -1.129723 -0.056 0.021 -0.026 0.48
H -4.547094 -1.188195 -3.466407 0.012 -0.010 0.004 0.44
H -3.009406 -0.323176 -5.212998 0.003 0.023 -0.014 0.46
H -1.376783 1.410200 -4.665732 -0.006 0.032 0.002 0.57
I -2.493885 -7.824100 -1.060083 0.044 0.333 0.023 0.11
C -1.983544 -5.791797 -0.866617 -0.053 -0.326 -0.031 -0.13
C -2.030264 -5.192787 0.384326 -0.047 -0.036 0.021 -0.53
C -1.636526 -3.871843 0.517657 0.065 0.062 -0.030 -0.29
C -1.222620 -3.149926 -0.597186 -0.117 -0.095 0.014 -0.01
C -1.211825 -3.752139 -1.850722 0.028 0.115 0.057 -0.27
C -1.580835 -5.079510 -1.987957 -0.029 -0.003 -0.069 -0.67
C -0.775603 -1.747646 -0.431929 -0.300 -0.052 0.247 1.23
O -0.471288 -1.303065 0.707620 -0.050 -0.110 -0.025 -0.68
O -0.695090 -0.971524 -1.439866 0.089 -0.268 -0.116 -0.74
H -2.377275 -5.748748 1.244209 0.054 -0.021 0.007 0.42
H -1.641088 -3.387943 1.485182 -0.011 -0.004 0.008 0.46
H -0.889834 -3.173521 -2.706746 -0.029 -0.018 -0.026 0.47
H -1.560982 -5.551196 -2.960589 0.019 -0.029 0.016 0.42
Br -1.248268 6.034265 -0.153755 0.066 -0.139 -0.091 -0.07
C -0.660464 4.701899 -1.358548 -0.745 0.347 -0.800 0.32
C 0.491359 4.909491 -2.122699 -0.118 0.429 -0.098 -0.51
C 0.897607 3.855801 -2.954516 -0.226 -0.208 -0.116 -0.87
C 0.178776 2.699468 -3.022589 0.532 0.205 -0.250 -0.35
N -0.980487 2.523117 -2.287950 0.043 -0.208 -0.129 0.42
C -1.376760 3.539628 -1.434699 -0.395 0.654 0.145 -0.71
H 1.025305 5.846006 -2.080935 0.022 -0.012 0.016 0.49
H 1.791041 3.948909 -3.555084 0.016 -0.053 -0.005 0.46
H 0.483367 1.868517 -3.638436 -0.027 -0.045 0.017 0.51
H -2.295038 3.398532 -0.889720 0.021 0.047 -0.066 0.49
```
Forces are in eV/Å.

Summary:
<S²>: 6.08
LUMO (spin up / spin down) in eV: -3.62 / -3.86
Electronic energy in Ha: -6287.1492
Total charge: +1
Frontier orbital gap (spin up / spin down) in eV: 5.1 / 6.5
Spin multiplicity: 5